# C6H8FN

An isolated molecule of C6H8FN (ωB97M-V/def2-TZVPD, OMol25).

Bonds (Å) are listed after each position.
Element x y z (Å)
1 N 1.506 -1.223 -0.135  H2 0.996, H7 1.006, C16 1.443
2 H 1.108 -2.124 0.011  N1 0.996
3 H -0.586 0.408 1.908  C11 1.108
4 H -0.722 -1.401 -1.424  C5 1.109
5 C -0.641 -0.342 -1.105  H4 1.109, C8 1.534, H12 1.102, C16 1.553
6 C 1.122 1.104 -0.068  C15 1.207, C16 1.456
7 H 2.207 -1.081 0.572  N1 1.006
8 C -1.676 0.007 -0.027  C5 1.534, H10 1.099, C11 1.532, F13 1.387
9 H -0.712 -1.312 1.416  C11 1.080
10 H -2.631 -0.537 -0.018  C8 1.099
11 C -0.634 -0.297 1.055  H3 1.108, C8 1.532, H9 1.080, C16 1.574
12 H -0.623 0.323 -1.983  C5 1.102
13 F -1.989 1.358 -0.049  C8 1.387
14 H 2.125 3.141 -0.060  C15 1.063
15 C 1.661 2.184 -0.048  C6 1.207, H14 1.063
16 C 0.486 -0.206 -0.045  N1 1.443, C5 1.553, C6 1.456, C11 1.574

Values from the calculation:
SMILES = C#C[C@]1(N)C[C@H](F)C1
spin multiplicity = 1
ΔE to the lowest compared entry with this formula, charge and spin = 2.3787 eV

Okay, here come the Mulliken numbers, in e, for every atom: N -0.728; H 0.254; H 0.325; H 0.296; C -1.000; C -1.430; H 0.260; C 0.207; H 0.302; H 0.350; C -0.979; H 0.324; F -0.316; H 0.465; C 0.384; C 1.287